No. 1
DFT (ωB97M-V/def2-TZVPD) results for a structure of composition C16H21AsAuN3S2.

Positions of all 44 atoms, in Å:
Au1 -0.25 0.22 0.22
S1 3.33 -2.33 -0.16
C1 3.74 -0.93 0.71
C2 2.70 -0.06 0.86
C3 1.57 -0.63 0.25
C4 1.69 -1.83 -0.38
C5 0.67 -2.57 -1.13
C6 0.89 -3.82 -1.68
C7 -0.15 -4.42 -2.38
C8 -1.36 -3.75 -2.51
C9 -1.49 -2.51 -1.92
N1 -0.51 -1.93 -1.23
H1 4.75 -0.81 1.08
H2 2.74 0.88 1.38
H3 1.84 -4.32 -1.57
H4 -0.01 -5.40 -2.83
H5 -2.18 -4.19 -3.06
H6 -2.42 -1.96 -1.99
C10 -1.60 -2.60 2.00
C11 -1.35 -1.31 2.68
N2 -0.91 -0.17 2.14
C12 -0.81 0.76 3.17
C13 -1.21 0.18 4.32
N3 -1.55 -1.11 3.99
H7 -1.44 -2.50 0.93
H8 -2.62 -2.94 2.17
H9 -0.92 -3.37 2.38
H10 -0.46 1.77 3.00
H11 -1.29 0.57 5.32
H12 -1.89 -1.81 4.63
C14 1.29 4.01 -0.16
As1 0.09 3.29 -1.47
C15 -1.71 3.73 -0.97
C16 0.47 4.09 -3.16
S2 0.36 1.17 -1.79
H13 1.16 5.09 -0.13
H14 2.31 3.77 -0.45
H15 1.07 3.59 0.82
H16 -1.79 4.81 -0.88
H17 -1.95 3.27 -0.02
H18 -2.38 3.37 -1.74
H19 0.34 5.17 -3.08
H20 -0.21 3.69 -3.91
H21 1.50 3.86 -3.44

Results
Relative energy (zero: lowest compared OMol25 entry of this formula, charge and spin), kJ/mol: 77.1
Total charge: +2

natural (NBO) population analysis, charges in e, atoms 1 to 8: atom 1 (Au): 1.0305, atom 2 (S): 0.5788, atom 3 (C): -0.3635, atom 4 (C): -0.3333, atom 5 (C): 0.0291, atom 6 (C): -0.3329, atom 7 (C): 0.1563, atom 8 (C): -0.2154

No. 2
DFT (ωB97M-V/def2-TZVPD) results for a structure of composition C16H21BN9OPt.

Positions of all 49 atoms, in Å:
Pt1 0.12 -1.05 0.77
C1 3.58 1.11 -0.58
C2 2.93 0.24 0.33
N1 1.90 -0.36 -0.30
N2 1.87 0.06 -1.60
C3 2.90 0.91 -1.82
B1 0.48 0.10 -2.31
N3 -0.40 1.10 -1.41
C4 -0.79 2.37 -1.66
C5 -1.17 2.99 -0.47
C6 -1.00 1.97 0.52
N4 -0.53 0.83 -0.08
N5 -0.09 -1.36 -2.16
C7 -0.85 -2.06 -3.05
C8 -1.47 -3.16 -2.40
C9 -1.10 -3.05 -1.05
N6 -0.31 -1.98 -0.90
N7 0.39 0.57 -3.80
C10 0.99 0.02 -4.92
C11 0.09 0.15 -6.00
C12 -0.99 0.90 -5.48
N8 -0.85 1.06 -4.14
H1 4.50 1.64 -0.49
H2 3.15 -0.08 1.34
H3 3.04 1.38 -2.77
H4 -0.95 2.69 -2.69
H5 -1.43 3.99 -0.23
H6 -1.10 1.93 1.58
H7 -0.91 -1.70 -4.10
H8 -1.97 -3.98 -2.87
H9 -1.31 -3.62 -0.17
H10 1.92 -0.52 -4.86
H11 0.21 -0.31 -7.02
H12 -1.92 1.14 -5.96
C13 0.71 1.04 5.43
N9 -0.37 0.13 4.93
C14 -1.00 -0.63 5.97
C15 -0.50 -0.24 3.56
C16 -1.64 -1.23 3.27
O1 0.25 0.14 2.58
H13 0.27 1.66 6.24
H14 1.01 1.61 4.57
H15 1.55 0.48 5.83
H16 -0.43 -0.41 6.89
H17 -0.93 -1.72 5.78
H18 -2.06 -0.36 6.04
H19 -2.20 -1.35 4.18
H20 -1.36 -2.25 2.99
H21 -2.24 -0.81 2.46

Results
Spin multiplicity: 6
Relative energy (zero: lowest compared OMol25 entry of this formula, charge and spin), kJ/mol: 0.0
Total charge: +4
⟨S²⟩: 8.82

Mulliken population analysis, charges in e, atoms 1 to 8: atom 1 (Pt): 1.3928, atom 2 (C): -1.0916, atom 3 (C): -0.0828, atom 4 (N): -1.0362, atom 5 (N): 0.7226, atom 6 (C): -0.0078, atom 7 (B): 0.1212, atom 8 (N): 0.6450

No. 3
DFT (ωB97M-V/def2-TZVPD) results for a structure of composition C16H21Br3O15.

Positions of all 55 atoms, in Å:
C1 0.05 0.37 -1.03
Br1 -0.75 1.99 -0.49
Br2 0.69 0.45 -2.83
Br3 -1.19 -1.12 -0.79
H1 0.94 0.09 -0.44
C2 0.55 -1.82 3.65
C3 0.81 -0.76 4.73
O1 1.28 0.45 3.96
C4 1.26 0.09 2.66
O2 1.57 0.73 1.75
O3 0.90 -1.20 2.47
H2 -0.50 -2.08 3.64
H3 1.15 -2.73 3.75
H4 1.57 -1.00 5.41
H5 -0.08 -0.54 5.30
C5 4.23 -0.24 0.04
C6 5.44 -0.19 -0.94
O4 5.05 -1.06 -1.93
C7 3.79 -1.22 -2.05
O5 3.22 -1.85 -2.84
O6 3.24 -0.69 -0.96
H6 3.84 0.63 0.60
H7 4.27 -1.12 0.64
H8 6.34 -0.54 -0.43
H9 5.63 0.77 -1.46
C8 -3.28 1.20 -4.01
C9 -3.28 0.44 -5.39
O7 -4.27 -0.58 -5.21
C10 -5.05 -0.32 -4.13
O8 -6.05 -0.88 -3.87
O9 -4.58 0.71 -3.49
H10 -3.38 2.29 -4.16
H11 -2.47 0.93 -3.30
H12 -2.36 -0.08 -5.67
H13 -3.58 1.08 -6.25
C11 -2.80 -3.89 1.94
C12 -2.44 -4.69 0.71
O10 -1.54 -5.66 1.21
C13 -1.20 -5.33 2.47
O11 -0.49 -5.93 3.14
O12 -1.84 -4.16 2.87
H14 -3.77 -4.20 2.33
H15 -2.86 -2.81 1.86
H16 -1.97 -4.04 -0.01
H17 -3.34 -5.07 0.25
C14 0.17 5.44 1.44
C15 1.43 4.68 0.99
O13 1.72 5.35 -0.25
C16 0.56 5.92 -0.78
O14 0.49 6.44 -1.85
O15 -0.39 5.88 0.18
H18 0.41 6.34 1.97
H19 -0.59 5.01 2.05
H20 1.23 3.62 0.88
H21 2.25 4.88 1.64

Results
Relative energy (zero: lowest compared OMol25 entry of this formula, charge and spin), kJ/mol: 40.8
Total charge: 0

natural (NBO) population analysis, charges in e, atoms 1 to 8: atom 1 (C): -0.5148, atom 2 (Br): 0.1064, atom 3 (Br): 0.1023, atom 4 (Br): 0.0392, atom 5 (H): 0.2683, atom 6 (C): -0.0994, atom 7 (C): -0.0936, atom 8 (O): -0.4847

No. 4
DFT (ωB97M-V/def2-TZVPD) results for a cluster of 7 separate species, C16H21BrCl25NO3P in total.

Positions of all 68 atoms, in Å:
C1 -3.84 -0.58 -3.76
C2 -3.37 -1.79 -4.54
O1 -2.00 -1.67 -4.97
P1 -0.74 -1.94 -4.06
O2 0.45 -2.39 -4.79
C3 -0.46 -0.36 -3.23
C4 0.79 -0.19 -2.39
N1 0.85 -1.01 -1.12
Cl1 1.54 -2.58 -1.51
C5 -0.44 -1.23 -0.37
C6 0.01 -1.91 0.92
C7 1.40 -1.28 1.20
C8 1.68 -0.39 -0.01
Br1 3.50 -0.11 -0.46
O3 -1.25 -2.89 -2.89
C9 -1.09 -4.34 -3.02
C10 -1.63 -4.99 -1.76
H1 -4.92 -0.49 -3.82
H2 -3.41 0.34 -4.17
H3 -3.59 -0.66 -2.70
H4 -3.49 -2.70 -3.96
H5 -3.94 -1.91 -5.46
H6 -0.31 0.31 -4.08
H7 -1.35 -0.01 -2.71
H8 0.85 0.85 -2.04
H9 1.69 -0.42 -2.95
H10 -1.19 -1.69 -1.00
H11 -0.76 -0.22 -0.11
H12 0.06 -2.99 0.82
H13 -0.70 -1.64 1.70
H14 1.35 -0.65 2.09
H15 2.18 -2.01 1.38
H16 1.22 0.58 0.18
H17 -1.63 -4.65 -3.91
H18 -0.03 -4.54 -3.18
H19 -1.57 -4.30 -0.92
H20 -1.05 -5.88 -1.51
H21 -2.68 -5.28 -1.87
C11 3.20 -0.83 4.66
Cl2 1.45 -0.65 4.91
Cl3 3.51 -2.36 3.82
Cl4 3.77 0.51 3.66
Cl5 4.02 -0.79 6.20
C12 4.27 2.28 8.99
Cl6 4.47 2.47 7.24
Cl7 5.69 2.91 9.81
Cl8 2.83 3.17 9.51
Cl9 4.07 0.56 9.39
C13 3.10 7.27 6.61
Cl10 1.52 7.40 5.82
Cl11 3.09 5.88 7.71
Cl12 4.35 7.02 5.38
Cl13 3.44 8.74 7.51
C14 -6.56 -0.96 -0.67
Cl14 -7.51 -1.35 0.76
Cl15 -5.43 0.35 -0.29
Cl16 -5.64 -2.38 -1.18
Cl17 -7.62 -0.45 -1.98
C15 0.19 1.75 -7.46
Cl18 -1.51 1.91 -7.90
Cl19 0.46 0.17 -6.72
Cl20 1.20 1.92 -8.89
Cl21 0.60 3.01 -6.28
C16 1.39 4.03 2.89
Cl22 2.07 3.59 4.44
Cl23 0.96 2.53 2.01
Cl24 -0.07 4.98 3.09
Cl25 2.57 4.92 1.94

Results
E_tot, eV: -416950.6043
Total charge: +1

natural (NBO) population analysis, charges in e, atoms 1 to 8: atom 1 (C): -0.6526, atom 2 (C): -0.0584, atom 3 (O): -0.8193, atom 4 (P): 2.4220, atom 5 (O): -1.0818, atom 6 (C): -0.8722, atom 7 (C): -0.2086, atom 8 (N): -0.2288

No. 5
DFT (ωB97M-V/def2-TZVPD) results for a structure of composition C16H21BrCoFN3O2.

Positions of all 45 atoms, in Å:
Co1 0.36 -0.76 -1.00
N1 0.99 -2.68 -0.15
C1 2.35 -2.85 0.43
C2 3.30 -1.84 -0.19
C3 3.40 -1.94 -1.72
C4 3.23 -0.58 -2.37
N2 1.78 -0.24 -2.45
H1 0.30 -3.02 0.51
H2 0.87 -3.25 -0.98
H3 2.70 -3.87 0.27
H4 2.29 -2.67 1.50
H5 4.28 -1.93 0.27
H6 2.93 -0.85 0.08
H7 2.63 -2.60 -2.13
H8 4.36 -2.38 -2.02
H9 3.65 -0.56 -3.37
H10 3.72 0.19 -1.78
H11 1.35 -0.75 -3.22
H12 1.67 0.75 -2.67
Br1 -2.29 3.75 4.77
C5 -1.99 2.27 3.64
C6 -3.02 1.38 3.41
C7 -2.81 0.28 2.58
C8 -1.57 0.12 1.96
C9 -0.55 1.03 2.20
C10 -0.75 2.11 3.05
C11 0.79 0.92 1.55
O1 1.79 1.41 1.99
O2 0.83 0.18 0.42
H13 -3.99 1.52 3.89
H14 -3.60 -0.43 2.42
H15 -1.41 -0.74 1.32
H16 0.06 2.80 3.24
F1 -0.45 -1.85 -2.15
C12 -3.43 2.23 -1.05
C13 -3.56 0.89 -1.39
C14 -2.42 0.13 -1.56
N3 -1.19 0.64 -1.41
C15 -1.07 1.94 -1.09
C16 -2.16 2.77 -0.91
H17 -4.31 2.84 -0.90
H18 -4.53 0.43 -1.52
H19 -2.47 -0.91 -1.84
H20 -0.06 2.32 -0.98
H21 -2.01 3.81 -0.66

Results
Spin multiplicity: 5
E_tot, eV: -135880.5006
Total charge: +1
⟨S²⟩: 6.01

natural (NBO) population analysis, charges in e, atoms 1 to 8: atom 1 (Co): 1.7986, atom 2 (N): -0.8850, atom 3 (C): -0.2172, atom 4 (C): -0.4346, atom 5 (C): -0.4245, atom 6 (C): -0.2144, atom 7 (N): -0.8614, atom 8 (H): 0.4001